Entry from the OMol25 dataset: a molecular structure, C22H70B3F3N5O9Pt2S at a distorted geometry (ωB97M-V/def2-TZVPD).

Calculated values
energy above the lowest of the compared OMol25 structures with the same formula, charge and spin = 497.9 kJ/mol
LUMO level (spin up / spin down) = 2.18 / 1.27 eV
net charge = -1
E = -2841.4596 a.u.
multiplicity = 5
HOMO level (spin up / spin down) = -4.50 / -5.42 eV
HOMO-LUMO gap (spin up / spin down) = 0.246 / 0.246 hartree

Geometry (Å):
Pt1 3.43 -1.74 -0.70
Pt2 3.16 -0.44 2.62
B1 4.97 -0.58 0.86
H1 5.25 -0.61 1.91
H2 5.65 0.08 0.34
H3 5.09 -1.58 0.48
H4 3.97 -0.23 0.68
B2 4.67 -0.82 -2.55
H5 4.76 -1.88 -2.38
H6 5.64 -0.36 -2.45
H7 4.23 -0.61 -3.51
H8 4.01 -0.39 -1.81
B3 3.78 1.63 3.33
H9 4.15 0.74 3.80
H10 3.92 1.50 2.26
H11 2.73 1.75 3.54
H12 4.33 2.50 3.66
C1 -0.80 -0.24 0.29
F1 -1.57 0.68 0.79
F2 -0.80 -1.31 1.11
F3 -1.45 -0.67 -0.87
S1 0.95 0.50 0.05
O1 1.51 0.61 1.39
O2 1.69 -0.38 -0.85
O3 0.79 1.83 -0.56
C2 1.89 -3.34 1.78
O4 2.50 -2.17 1.37
H13 1.92 -3.45 2.87
H14 0.83 -3.50 1.55
H15 2.35 -4.21 1.31
C3 -4.06 3.04 0.95
C4 -4.95 2.15 1.77
C5 -6.30 2.78 2.06
O5 -6.18 4.02 2.80
C6 -7.39 4.74 2.87
N1 -5.04 0.84 1.21
H16 -3.13 2.47 0.89
H17 -3.77 4.03 1.29
H18 -4.42 3.30 -0.04
H19 -4.51 1.88 2.73
H20 -6.87 2.28 2.84
H21 -6.79 2.95 1.11
H22 -7.97 4.84 1.96
H23 -7.56 5.59 3.53
H24 -8.10 4.10 3.39
H25 -5.03 1.05 0.22
H26 -4.11 0.50 1.43
C7 0.01 -1.17 -5.92
C8 0.36 -0.67 -4.51
C9 -0.28 0.65 -4.07
O6 -1.69 0.41 -3.87
C10 -2.40 1.66 -3.72
N2 -0.15 -1.66 -3.54
H27 0.40 -0.62 -6.77
H28 -1.08 -1.22 -5.94
H29 0.37 -2.19 -6.05
H30 1.41 -0.75 -4.25
H31 -0.14 1.56 -4.65
H32 0.19 0.85 -3.11
H33 -2.10 2.35 -2.94
H34 -3.45 1.58 -3.42
H35 -2.37 2.16 -4.69
H36 0.02 -1.26 -2.62
H37 -1.15 -1.54 -3.61
C11 -0.44 5.18 -2.39
C12 1.00 5.29 -1.85
C13 1.13 5.43 -0.33
O7 2.46 5.40 0.10
C14 3.05 6.71 0.33
N3 1.66 4.03 -2.23
H38 -1.19 5.62 -1.73
H39 -0.72 4.13 -2.35
H40 -0.55 5.50 -3.43
H41 1.48 6.16 -2.31
H42 0.73 4.53 0.14
H43 0.54 6.22 0.14
H44 3.01 7.19 -0.65
H45 4.02 6.99 0.73
H46 2.40 7.16 1.08
H47 1.20 3.29 -1.71
H48 2.55 4.20 -1.79
C15 -2.08 -3.14 5.87
C16 -1.73 -3.55 4.42
C17 -2.96 -3.87 3.61
O8 -3.88 -2.78 3.45
C18 -5.30 -2.94 3.91
N4 -1.02 -2.34 3.88
H49 -2.49 -2.14 5.98
H50 -1.17 -3.11 6.47
H51 -2.75 -3.80 6.42
H52 -1.09 -4.43 4.51
H53 -3.46 -4.69 4.12
H54 -2.79 -4.37 2.66
H55 -5.93 -2.08 3.70
H56 -5.41 -3.12 4.98
H57 -5.71 -3.82 3.43
H58 -0.83 -2.40 2.89
H59 -1.89 -1.84 3.87
C19 1.51 -4.90 -3.29
C20 2.07 -4.15 -2.08
C21 3.44 -4.66 -1.63
O9 4.12 -3.83 -0.68
C22 5.45 -4.19 -0.48
N5 2.18 -2.72 -2.45
H60 1.69 -5.96 -3.10
H61 1.98 -4.64 -4.24
H62 0.43 -4.93 -3.47
H63 1.40 -4.33 -1.24
H64 4.14 -4.78 -2.46
H65 3.38 -5.67 -1.23
H66 5.57 -5.26 -0.62
H67 5.67 -4.14 0.59
H68 5.99 -3.50 -1.13
H69 2.52 -2.71 -3.40
H70 1.30 -2.26 -2.63